[1]
This record from OMol25 describes 2 unconnected molecules or ions with the total composition C3H12N3O. The level of theory is wB97M-V/def2-TZVPD.

Each line ends with the natural charge from an NBO analysis.
Positions of all 19 atoms, in Å:
C1 -0.71 0.38 2.31  -0.620
C2 -1.30 -0.05 0.98  -0.224
N1 -0.25 -0.23 -0.05  -0.565
C3 0.18 0.69 -0.89  0.682
N2 1.46 0.60 -1.34  -0.765
N3 -0.46 1.84 -1.10  -0.752
H1 0.12 -0.26 2.61  0.226
H2 -1.50 0.40 3.06  0.242
H3 -0.21 1.35 2.20  0.212
H4 -1.82 -1.00 1.04  0.226
H5 -2.07 0.63 0.62  0.195
H6 0.00 -1.19 -0.23  0.452
H7 1.86 -0.33 -1.29  0.424
H8 1.64 0.86 -2.31  0.406
H9 0.10 2.64 -1.38  0.425
H10 -1.21 2.07 -0.48  0.416
H11 2.09 -2.92 -0.90  0.504
H12 0.79 -3.04 -1.72  0.500
O1 1.29 -2.44 -1.15  -0.985

total charge = +1
E_HOMO = -14.7 eV
ΔE to the lowest compared entry with this formula, charge and spin = 10.6 kcal per mole
frontier orbital gap = 0.43360 hartree
DFT total energy = -360.8178 Eh

=====

[2]
This record from OMol25 describes a gas-phase ion, C3H12N3O (charge +1). The level of theory is wB97M-V/def2-TZVPD.

Each line ends with the natural charge from an NBO analysis.
Positions of all 19 atoms, in Å:
C1 1.64 0.26 0.18  -0.655
C2 0.32 0.12 -0.55  0.277
N1 0.44 0.26 -1.95  -0.850
N2 -0.18 -1.33 -0.29  -0.719
C3 -0.83 0.94 0.09  0.217
N3 -0.70 0.64 1.62  -0.903
O1 -2.03 0.48 -0.43  -0.734
H1 1.54 -0.04 1.22  0.253
H2 2.40 -0.36 -0.30  0.234
H3 1.98 1.29 0.15  0.248
H4 1.32 0.62 -2.28  0.404
H5 -0.34 0.67 -2.43  0.399
H6 -1.04 -1.45 -0.84  0.453
H7 0.51 -2.03 -0.55  0.441
H8 -0.41 -1.36 0.72  0.455
H9 -0.66 2.01 -0.08  0.191
H10 -1.64 0.50 1.99  0.387
H11 -0.31 1.44 2.10  0.389
H12 -2.71 1.16 -0.40  0.513

total charge = +1
E_HOMO = -14.2 eV
ΔE to the lowest compared entry with this formula, charge and spin = 27.9 kcal per mole
frontier orbital gap = 0.41192 hartree
SMILES = C[C@@](N)([NH3+])[C@H](N)O
DFT total energy = -360.7902 Eh

=====

[3]
This record from OMol25 describes 2 unconnected molecules or ions with the total composition C3H12N3O. The level of theory is wB97M-V/def2-TZVPD.

Each line ends with the natural charge from an NBO analysis.
Positions of all 19 atoms, in Å:
C1 -0.45 0.20 -1.51  -0.454
C2 0.69 -1.62 -0.19  0.688
N1 -0.12 -1.34 0.89  -0.775
N2 0.64 -0.72 -1.23  -0.546
N3 1.33 -2.85 -0.11  -0.777
H1 -0.49 -0.42 1.08  0.435
H2 -0.35 -2.03 1.55  0.418
H3 1.19 -0.94 -2.01  0.414
H4 1.87 -3.14 -0.91  0.423
H5 1.60 -3.27 0.82  0.444
H6 -1.21 0.22 -0.71  0.251
H7 -0.89 0.06 -2.54  0.239
H8 -0.09 1.32 -1.66  0.232
C3 -0.31 2.42 1.04  -0.284
O1 -1.58 1.92 0.81  -0.751
H9 -2.30 2.51 1.16  0.504
H10 -0.07 3.26 1.66  0.207
H11 0.28 1.69 1.73  0.154
H12 0.25 2.75 0.13  0.178

total charge = +1
E_HOMO = -14.0 eV
ΔE to the lowest compared entry with this formula, charge and spin = 52.8 kcal per mole
frontier orbital gap = 0.40883 hartree
DFT total energy = -360.7506 Eh

=====

[4]
This record from OMol25 describes 2 unconnected molecules or ions with the total composition C3H12N3O. The level of theory is wB97M-V/def2-TZVPD.

Each line ends with the natural charge from an NBO analysis.
Positions of all 19 atoms, in Å:
C1 3.65 -0.56 0.52  -0.417
N1 2.45 -1.34 0.17  -0.524
C2 1.27 -0.78 0.10  0.390
N2 0.13 -1.41 -0.02  -0.730
H1 4.53 -1.13 0.26  0.239
H2 3.64 -0.32 1.58  0.221
H3 3.65 0.36 -0.06  0.222
H4 2.55 -2.34 0.15  0.418
H5 1.23 0.30 0.16  0.210
H6 0.17 -2.41 -0.14  0.402
H7 -0.80 -0.86 -0.18  0.455
N3 -2.09 0.12 -0.43  -0.852
C3 -2.27 1.37 0.29  0.098
O1 -2.79 2.32 -0.62  -0.720
H8 -3.01 -0.34 -0.47  0.391
H9 -1.95 0.34 -1.40  0.390
H10 -2.96 1.21 1.12  0.174
H11 -1.30 1.71 0.66  0.143
H12 -3.07 3.10 -0.12  0.488

total charge = +1
E_HOMO = -14.0 eV
ΔE to the lowest compared entry with this formula, charge and spin = 31.5 kcal per mole
frontier orbital gap = 0.40845 hartree
DFT total energy = -360.7845 Eh

=====

[5]
This record from OMol25 describes 2 unconnected molecules or ions with the total composition C3H12N3O. The level of theory is wB97M-V/def2-TZVPD.

Each line ends with the natural charge from an NBO analysis.
Positions of all 19 atoms, in Å:
C1 1.24 -0.04 -0.91  -0.075
O1 1.18 -1.33 -0.34  -0.747
C2 0.04 0.24 -1.79  -0.244
N1 -0.16 1.72 -1.93  -0.844
H1 1.27 0.63 -0.04  0.167
H2 2.16 0.09 -1.50  0.179
H3 1.40 -1.95 -1.06  0.484
H4 0.19 -0.30 -2.77  0.185
H5 -0.87 -0.14 -1.26  0.172
H6 -0.93 1.87 -2.60  0.368
H7 0.66 2.15 -2.42  0.364
N2 -1.84 -0.10 1.60  -0.738
C3 -0.73 -0.81 1.95  0.420
N3 0.17 -0.39 2.82  -0.680
H8 -1.75 0.93 1.60  0.430
H9 -2.56 -0.50 1.06  0.441
H10 -0.53 -1.79 1.51  0.255
H11 0.99 -0.89 3.05  0.447
H12 0.07 0.61 3.02  0.417

total charge = +1
E_HOMO = -12.8 eV
ΔE to the lowest compared entry with this formula, charge and spin = 48.7 kcal per mole
frontier orbital gap = 0.32739 hartree
DFT total energy = -360.7571 Eh

=====

[6]
This record from OMol25 describes 2 unconnected molecules or ions with the total composition C3H12N3S. The level of theory is wB97M-V/def2-TZVPD.

Each line ends with the natural charge from an NBO analysis.
Positions of all 19 atoms, in Å:
C1 -0.53 1.58 -0.29  -0.707
C2 -1.09 -0.56 0.89  -0.170
C3 -0.97 0.91 0.93  0.463
N1 -1.33 -1.17 -0.33  -0.836
N2 -1.35 1.50 2.00  -0.644
N3 2.11 -1.11 -1.19  -1.067
S1 0.70 -0.88 1.56  -0.112
H1 0.53 1.07 -0.48  0.262
H2 -0.08 2.55 -0.12  0.259
H3 -1.18 1.60 -1.06  0.273
H4 -1.79 -1.05 1.61  0.252
H5 -1.54 -2.14 -0.10  0.400
H6 -0.81 -1.07 -1.21  0.400
H7 -1.90 1.09 2.74  0.434
H8 -1.27 2.50 2.07  0.423
H9 1.58 -0.53 -1.81  0.376
H10 2.32 -2.01 -1.61  0.406
H11 2.87 -0.69 -0.72  0.393
H12 1.20 -0.96 0.24  0.197

total charge = +1
E_HOMO = -12.8 eV
ΔE to the lowest compared entry with this formula, charge and spin = 55.6 kcal per mole
frontier orbital gap = 0.32239 hartree
DFT total energy = -683.6781 Eh

=====

[7]
This record from OMol25 describes 2 unconnected molecules or ions with the total composition C3H12N3S. The level of theory is wB97M-V/def2-TZVPD.

Each line ends with the natural charge from an NBO analysis.
Positions of all 19 atoms, in Å:
C1 -1.31 -1.93 0.20  -0.660
C2 -1.75 0.97 0.84  -0.433
C3 -0.53 -0.68 -0.32  0.591
N1 0.47 -0.86 -1.32  -0.744
N2 -0.80 0.62 -0.12  -0.200
N3 -0.02 1.59 -0.69  -0.633
S1 3.06 0.41 0.08  -0.339
H1 -1.33 -2.03 1.26  0.262
H2 -0.76 -2.75 -0.19  0.249
H3 -2.27 -1.95 -0.20  0.262
H4 -2.46 0.21 0.99  0.230
H5 -1.21 1.14 1.76  0.220
H6 -2.35 1.91 0.52  0.238
H7 1.05 -0.08 -1.55  0.441
H8 0.88 -1.75 -1.41  0.408
H9 -0.49 2.03 -1.38  0.377
H10 3.83 1.53 0.13  0.179
H11 0.27 2.26 0.06  0.390
H12 3.91 -0.33 0.75  0.163

total charge = +1
E_HOMO = -13.1 eV
ΔE to the lowest compared entry with this formula, charge and spin = 57.9 kcal per mole
frontier orbital gap = 0.35518 hartree
DFT total energy = -683.6744 Eh

=====

[8]
This record from OMol25 describes 2 unconnected molecules or ions with the total composition C3H12N4. The level of theory is wB97M-V/def2-TZVPD.

Each line ends with the natural charge from an NBO analysis.
Positions of all 19 atoms, in Å:
H1 -1.79 1.42 1.00  0.332
N1 -1.23 1.70 0.20  -0.720
C1 -0.72 0.74 -0.46  0.451
C2 0.10 1.00 -1.68  -0.694
N2 -0.82 -0.63 -0.10  -0.646
C3 -1.93 -1.16 0.67  -0.415
H2 0.22 2.07 -1.80  0.239
H3 -0.40 0.60 -2.56  0.219
H4 1.08 0.52 -1.60  0.253
H5 -0.49 -1.26 -0.82  0.384
H6 -1.95 -0.67 1.64  0.192
H7 -1.77 -2.23 0.82  0.209
H8 -2.90 -1.04 0.17  0.188
N3 1.67 -0.08 1.24  -0.729
N4 2.56 -0.19 0.10  -0.688
H9 1.39 -0.97 1.67  0.343
H10 0.66 0.33 1.16  0.377
H11 3.29 -0.86 0.34  0.353
H12 3.03 0.71 0.01  0.351

total charge = 0
E_HOMO = -7.7 eV
ΔE to the lowest compared entry with this formula, charge and spin = 50.3 kcal per mole
frontier orbital gap = 0.31639 hartree
SMILES = [H]/N=C(/C)NC.NN
DFT total energy = -340.4503 Eh

=====

[9]
This record from OMol25 describes 2 unconnected molecules or ions with the total composition C3H12N4. The level of theory is wB97M-V/def2-TZVPD.

Each line ends with the natural charge from an NBO analysis.
Positions of all 19 atoms, in Å:
C1 1.47 -0.87 0.71  -0.502
C2 2.97 -0.68 0.21  -0.240
C3 0.73 0.19 -0.06  0.112
N1 1.59 0.97 -0.62  -0.208
N2 -2.79 0.72 0.38  -0.602
N3 2.87 0.60 -0.51  -0.398
N4 -3.58 -0.22 -0.35  -0.555
H1 1.08 -1.86 0.83  0.275
H2 1.58 -0.51 1.86  0.279
H3 3.69 -0.65 1.16  0.259
H4 3.40 -1.46 -0.47  0.241
H5 -0.38 0.04 -0.04  0.261
H6 1.27 1.80 -1.11  0.459
H7 -3.02 1.61 -0.04  0.388
H8 -3.14 0.88 1.30  0.405
H9 3.54 0.96 -1.30  0.454
H10 -4.68 -0.21 -0.49  0.465
H11 -3.27 -1.21 -0.10  0.461
H12 -3.34 -0.10 -1.36  0.448

total charge = +2
E_HOMO (spin up / spin down) = -16.3 / -16.3 eV
ΔE to the lowest compared entry with this formula, charge and spin = 96.8 kcal per mole
frontier orbital gap (spin up / spin down) = 0.33209 / 0.33211 hartree
DFT total energy = -339.7780 Eh

=====

[10]
This record from OMol25 describes 2 unconnected molecules or ions with the total composition C3H12NO. The level of theory is wB97M-V/def2-TZVPD.

Each line ends with the natural charge from an NBO analysis.
Positions of all 17 atoms, in Å:
C1 1.96 -1.31 -0.96  -0.422
N1 0.59 -1.84 -0.65  -0.717
H1 2.74 -2.05 -0.99  0.251
H2 2.08 -0.39 -0.44  0.233
H3 1.82 -1.02 -2.05  0.229
H4 0.01 -2.17 -1.41  0.427
H5 0.57 -2.54 0.09  0.430
H6 -0.03 -1.01 -0.28  0.477
C2 -0.91 1.56 0.16  -0.040
O1 -1.10 0.09 -0.09  -0.806
C3 -1.09 1.75 1.64  -0.654
H7 -1.58 2.13 -0.44  0.203
H8 0.11 1.71 -0.22  0.185
H9 -1.87 -0.29 -0.53  0.507
H10 -0.16 1.60 2.18  0.219
H11 -1.76 1.01 2.10  0.238
H12 -1.38 2.78 1.87  0.241

total charge = +1
E_HOMO = -15.2 eV
ΔE to the lowest compared entry with this formula, charge and spin = 31.5 kcal per mole
frontier orbital gap = 0.43314 hartree
DFT total energy = -251.2202 Eh